1.
Molecular formula: C2H9NO
Method: DFT, ωB97M-V/def2-TZVPD

Geometry as XYZ:
```
13
Properties=species:S:1:pos:R:3
C 1.254 1.344 -1.472
H 2.314 1.194 -1.313
H 0.752 0.611 -2.102
H 1.173 2.215 -2.109
H 0.808 1.477 -0.487
N -1.166 -0.288 1.858
C -1.144 -1.275 0.760
O 0.184 -1.485 0.293
H -0.566 -0.591 2.617
H -0.745 0.492 1.360
H -1.697 -2.201 0.876
H -1.686 -0.661 0.030
H 0.519 -0.832 -0.311
```

The frontier orbital gap is 10.55 eV. Its SMILES is NCO.C. Its total energy is -211.5571 Ha. The LUMO energy comes out at 0.823 eV.

2.
Molecular formula: C29H26ClFN4O5RhS
Method: DFT, ωB97M-V/def2-TZVPD

Geometry as XYZ:
```
68
Properties=species:S:1:pos:R:3
Rh -3.395 2.037 -0.332
S -4.827 3.321 0.935
C -5.472 3.597 -0.657
C -6.597 4.308 -1.082
C -6.889 4.307 -2.427
C -6.080 3.606 -3.330
C -4.989 2.928 -2.845
N -4.696 2.950 -1.542
H -7.213 4.823 -0.359
H -7.756 4.844 -2.787
H -6.309 3.590 -4.385
H -4.320 2.358 -3.476
F 2.771 0.890 -2.104
C 1.835 0.069 -1.584
C 0.519 0.387 -1.718
C -0.459 -0.475 -1.207
C -1.853 -0.060 -1.220
O -2.148 1.067 -1.705
C -2.793 -0.931 -0.613
C -2.342 -2.114 -0.108
N -1.045 -2.485 -0.038
C -0.688 -3.746 0.575
C 0.010 -3.726 1.906
C -1.417 -4.176 1.808
C -0.068 -1.659 -0.573
C 1.297 -1.954 -0.425
C 2.257 -1.090 -0.906
N 3.626 -1.375 -0.661
C 4.209 -2.579 -1.226
C 5.093 -3.220 -0.146
N 5.507 -2.128 0.813
C 5.880 -0.880 0.066
C 4.603 -0.301 -0.565
C -4.286 -0.667 -0.435
O -5.013 -1.634 -0.324
O -4.681 0.562 -0.325
H 0.217 1.304 -2.205
H -3.066 -2.808 0.297
H -0.408 -4.513 -0.138
H 0.184 -2.753 2.347
H 0.778 -4.466 2.087
H -2.169 -3.512 2.210
H -1.641 -5.227 1.905
H 1.599 -2.836 0.121
H 4.795 -2.353 -2.125
H 3.430 -3.280 -1.514
H 6.006 -3.661 -0.542
H 4.562 -3.963 0.445
H 6.269 -2.442 1.412
H 4.702 -1.913 1.405
H 6.618 -1.189 -0.673
H 6.349 -0.189 0.762
H 4.872 0.138 -1.529
H 4.196 0.491 0.063
Cl 4.035 2.119 3.477
C 2.426 2.253 2.819
C 2.101 3.356 2.049
C 0.831 3.434 1.496
C -0.089 2.418 1.714
C 0.247 1.330 2.516
C 1.510 1.244 3.078
C -1.399 2.428 1.012
O -2.146 1.397 1.095
O -1.752 3.369 0.261
H 2.830 4.135 1.881
H 0.552 4.275 0.875
H -0.488 0.557 2.690
H 1.783 0.412 3.712
```

The frontier orbital gap is 6.04 eV. The charge is +1. Its total energy is -2784.5484 Ha. The LUMO energy comes out at -3.368 eV.

3.
Molecular formula: C4H11NO
Method: DFT, ωB97M-V/def2-TZVPD

Geometry as XYZ:
```
17
Properties=species:S:1:pos:R:3
C -0.140 1.334 -0.420
N -0.453 -0.094 -0.788
C -0.320 -0.891 0.486
C -0.072 0.033 1.653
C -0.109 1.490 1.119
H -0.812 2.024 -0.916
H 0.882 1.408 -0.797
H -1.448 -0.148 -0.970
H 0.485 -1.621 0.311
H -1.159 -1.585 0.585
H -0.836 -0.049 2.426
H 0.862 -0.174 2.177
H 0.687 2.128 1.482
H -1.076 1.882 1.434
H 0.825 -2.323 -2.024
H 1.159 -1.308 -3.103
O 1.526 -2.105 -2.655
```

The frontier orbital gap is 10.21 eV. Its SMILES is C1CCNC1.O. Its total energy is -288.9741 Ha. The LUMO energy comes out at 0.903 eV.

4.
Molecular formula: C13H21IMoN5O13P2
Method: DFT, ωB97M-V/def2-TZVPD

Geometry as XYZ:
```
56
Properties=species:S:1:pos:R:3
Mo -0.219 -0.284 -0.357
O -1.952 -0.144 5.581
C -1.633 -0.192 4.291
C -2.513 0.185 3.269
C -2.072 0.115 1.973
N -0.844 -0.293 1.640
C -0.009 -0.675 2.620
C -0.357 -0.644 3.945
C 1.298 -1.108 2.038
O 2.251 -1.488 2.663
O 1.236 -0.996 0.733
C -2.851 0.456 0.745
O -4.008 0.786 0.737
O -2.076 0.347 -0.308
H -2.845 0.192 5.722
H -3.521 0.527 3.465
H 0.352 -0.962 4.697
N -3.086 -2.446 -3.767
C -2.820 -1.414 -2.670
C -4.054 -0.542 -2.526
P -1.327 -0.508 -3.347
O -0.398 -1.795 -3.618
O -1.730 0.143 -4.596
O -0.619 0.333 -2.274
P -2.349 -2.488 -1.204
O -3.207 -2.105 0.088
O -2.662 -3.866 -1.662
O -0.904 -2.158 -0.826
H -3.941 -2.238 -4.277
H -3.116 -3.369 -3.248
H -2.314 -2.483 -4.436
H -4.185 0.054 -3.432
H -3.962 0.142 -1.689
H -4.945 -1.152 -2.353
H 0.407 -1.767 -3.061
H -4.008 -2.642 0.176
N 1.569 3.565 0.252
C 0.710 2.767 -0.376
O 0.633 1.576 0.021
C -0.075 3.363 -1.493
I -2.008 3.912 -0.718
H 2.053 3.206 1.060
H 1.617 4.549 0.053
H -0.253 2.642 -2.284
H 0.370 4.277 -1.870
C 2.108 -3.723 -1.440
N 3.003 -2.589 -1.261
C 2.619 -1.319 -1.328
N 3.525 -0.366 -1.029
O 1.469 -0.994 -1.750
H 2.320 -4.235 -2.379
H 1.077 -3.383 -1.435
H 2.249 -4.423 -0.618
H 3.931 -2.793 -0.929
H 4.354 -0.584 -0.504
H 3.198 0.582 -1.002
```

The spin multiplicity is 3. The frontier orbital gap (spin up / spin down) is 8.37 / 8.70 eV. The charge is +1. Its total energy is -2808.7634 Ha. The LUMO energy (spin up / spin down) comes out at -2.906 / -3.639 eV.